{
  "formula": "CBr2OS",
  "method": "wB97M-V/def2-TZVPD",
  "symbols": ["C", "O", "S", "Br", "Br"],
  "positions_angstrom": [[-0.9129, 0.0091, -0.7052], [2.0607, -0.0277, 1.0389], [2.0265, 0.2597, -0.3920], [-1.3587, -1.6626, 0.0065], [-1.8156, 1.4215, 0.0519]],
  "forces_ev_per_a": [[0.44, -0.37, -0.57], [0.03, -0.25, 1.25], [-0.01, 0.26, -1.22], [-0.14, 0.20, 0.16], [-0.32, 0.16, 0.38]],
  "nbo_charge": [-0.325, -0.710, 0.739, 0.135, 0.161],
  "de_lowest_kcal_mol": 109.7,
  "homo_energy_ev": [-8.8, -8.7],
  "molar_mass_g_mol": 219.9,
  "total_charge": 0,
  "gap_ev": [7.07, 6.96],
  "energy_ev": -153999.5151
}

=====

{
  "formula": "C4H6NO3",
  "method": "wB97M-V/def2-TZVPD",
  "symbols": ["C", "C", "C", "C", "N", "O", "O", "O", "H", "H", "H", "H", "H", "H"],
  "positions_angstrom": [[-1.4100, -0.9253, 0.1760], [1.2690, 0.0277, 0.1951], [0.5921, 1.1452, -0.1149], [-1.7245, 0.3180, -0.1194], [2.2138, -0.5856, -0.4327], [1.1680, 2.4290, 0.0107], [-0.7353, 1.3139, -0.1393], [-2.9227, 0.7519, -0.2335], [-2.2934, -1.4617, 0.4682], [-0.3068, -1.2006, 0.1140], [2.5096, -0.3082, -1.3678], [0.4072, 3.0208, 0.0107], [2.7200, -1.4714, 0.0155], [-2.8549, 1.7030, -0.3002]],
  "forces_ev_per_a": [[1.29, -0.06, -0.20], [-0.23, -1.39, -1.07], [-1.92, 5.81, 1.81], [2.66, -2.10, 1.06], [3.26, -3.32, 1.28], [-0.45, -3.43, -1.04], [0.89, 0.30, -0.44], [-1.40, 1.52, -0.38], [0.32, -1.15, -0.25], [-2.21, -0.30, 0.61], [0.27, 0.17, 0.38], [-0.11, 0.60, -0.25], [-1.58, 2.53, -1.47], [-0.80, 0.81, -0.04]],
  "mulliken_spin": [0.132, 1.030, 0.356, -0.038, 0.253, 0.110, 0.117, -0.008, 0.006, 0.006, 0.026, -0.002, 0.013, 0.000],
  "s_squared": 2.007,
  "homo_energy_ev": [-12.8, -13.2],
  "molar_mass_g_mol": 116.1,
  "total_charge": 1,
  "gap_ev": [7.94, 5.23],
  "spin_multiplicity": 3,
  "energy_ev": -11864.4620
}

=====

{
  "formula": "C3H4N2O",
  "method": "wB97M-V/def2-TZVPD",
  "symbols": ["N", "C", "O", "C", "C", "N", "H", "H", "H", "H"],
  "positions_angstrom": [[-1.0803, 0.9280, -0.2952], [-0.7888, -0.1673, 0.4381], [-1.5607, -0.7218, 1.1944], [0.5985, -0.7763, 0.2704], [2.2046, 0.7884, -0.9141], [1.4703, -0.0956, -0.6531], [-1.9964, 1.3418, -0.2030], [-0.3943, 1.3639, -0.8886], [1.0449, -0.9198, 1.2646], [0.5023, -1.7415, -0.2135]],
  "forces_ev_per_a": [[0.00, 0.05, 0.01], [-0.22, -0.19, 0.04], [0.11, 0.20, -0.11], [0.30, -0.62, -0.82], [-0.46, -0.81, -0.28], [0.72, 1.74, 1.03], [0.18, -0.11, 0.02], [-0.07, -0.04, 0.06], [0.03, 0.23, -0.45], [-0.58, -0.46, 0.51]],
  "nbo_charge": [-0.812, 0.659, -0.600, -0.335, 0.314, -0.550, 0.413, 0.411, 0.254, 0.245],
  "de_lowest_kcal_mol": 29.3,
  "homo_energy_ev": -10.5,
  "molar_mass_g_mol": 84.1,
  "total_charge": 0,
  "gap_ev": 11.16,
  "energy_ev": -8202.6136
}

=====

{
  "formula": "C4H9NO3",
  "method": "wB97M-V/def2-TZVPD",
  "symbols": ["O", "C", "N", "C", "C", "C", "O", "H", "H", "H", "H", "H", "H", "H", "H", "H", "O"],
  "positions_angstrom": [[-0.4159, 1.8323, 2.4059], [-0.8203, 0.8250, 1.8642], [-0.1941, 0.4114, 0.6901], [-0.6605, -0.7589, -0.0366], [0.4973, -1.4004, -0.7603], [0.1725, -2.3605, -1.9013], [0.6322, -2.0978, -2.9732], [-1.5950, 0.2244, 2.3472], [0.3095, 1.1978, 0.2106], [-1.5505, -0.5017, -0.6516], [-1.0775, -1.5229, 0.6450], [1.2679, -1.8452, -0.0939], [1.2038, -0.6034, -1.0671], [-0.3849, -3.2775, -1.6304], [0.4286, 3.9003, 0.2645], [1.4236, 2.9281, 0.6901], [0.7632, 3.0490, -0.0031]],
  "forces_ev_per_a": [[-0.16, -0.09, -0.37], [0.77, 0.60, 1.34], [-1.61, -0.34, -0.61], [-0.22, -0.99, 0.95], [2.09, 0.98, 0.14], [0.86, 0.89, 0.19], [-0.51, -0.70, -0.22], [-0.10, -0.43, -0.56], [0.05, -0.17, 0.07], [0.63, 0.35, -0.22], [0.00, 0.73, 0.35], [-1.17, -0.57, 0.37], [-0.77, -0.12, -1.08], [-0.06, 0.08, -0.35], [-0.70, 0.66, -0.25], [0.39, -0.10, -0.10], [0.50, -0.78, 0.35]],
  "mulliken_spin": [0.348, -0.133, 0.682, 0.013, 0.019, 0.001, 0.017, 0.003, -0.025, 0.055, 0.014, 0.002, 0.002, 0.003, 0.000, 0.000, -0.001],
  "de_lowest_kcal_mol": 39.5,
  "s_squared": 0.778,
  "homo_energy_ev": [-14.0, -13.9],
  "molar_mass_g_mol": 119.1,
  "total_charge": 1,
  "gap_ev": [9.67, 4.58],
  "spin_multiplicity": 2,
  "energy_ev": -11916.1556
}